C27H47Br12FNO4PS as an isolated structure in a non-equilibrium geometry. Source: the OMol25 dataset; level of theory: ωB97M-V/def2-TZVPD.

The lowest unoccupied orbital energy is -0.007 Eh. Its net charge is 0. The value obtained for the HOMO-LUMO gap is 8.648 eV. The value obtained for the HOMO energy is -8.852 eV. The electronic energy is -901788.627 eV. The calculation puts the largest force on an atom at 2.540 eV/Å.

Positions of all 94 atoms, in Å:
C: 1.2408 -4.0993 1.9580
C: 0.4079 -3.5796 3.1306
C: 1.3138 -2.7683 4.0661
C: -0.0259 -4.8254 3.9409
C: -0.9028 -2.8814 2.7006
C: -0.8677 -1.4056 2.2575
C: 0.3161 -1.0255 1.3597
C: -0.8702 -0.4012 3.4415
C: -2.1625 -1.1375 1.4570
C: -2.2203 -1.1668 0.0699
C: -3.3863 -0.8881 -0.6129
C: -4.5379 -0.5617 0.0748
O: -5.7293 -0.2417 -0.5598
C: -5.5018 0.8978 -1.4234
C: -4.7791 2.0727 -0.7904
O: -3.4305 2.0429 -1.2200
C: -2.4604 2.3362 -0.2353
C: -1.5438 3.4697 -0.7175
P: -0.1449 2.7484 -1.7380
C: 0.8421 2.1199 -0.3418
C: 2.2882 2.6691 -0.2668
C: 3.3273 1.6067 0.1483
C: 4.5248 1.5360 -0.8000
C: 5.7009 0.8246 -0.1621
N: 6.7347 0.4788 -1.1427
S: 1.3384 1.7838 -3.2807
O: 0.6092 1.4755 -4.4805
O: 2.0494 0.6725 -2.6969
F: 2.4535 2.8672 -3.6974
C: -4.5211 -0.5526 1.4542
C: -3.3445 -0.8337 2.1298
H: 1.7361 -3.3110 1.3952
H: 2.0475 -4.7017 2.3839
H: 0.6765 -4.7678 1.3071
H: 0.7507 -2.1398 4.7539
H: 1.8561 -3.4753 4.6995
H: 2.0824 -2.1926 3.5519
H: 0.8314 -5.4967 4.0117
H: -0.2939 -4.5333 4.9559
H: -0.8351 -5.3620 3.4466
H: -1.2921 -3.4585 1.8565
H: -1.6345 -3.0099 3.5019
H: 0.1457 -0.0044 1.0068
H: 0.3443 -1.6431 0.4645
H: 1.2693 -1.0730 1.8761
H: 0.1610 -0.2169 3.7355
H: -1.4750 -0.7369 4.2784
H: -1.2493 0.5477 3.0626
H: -1.3476 -1.3914 -0.5248
H: -3.4133 -0.8878 -1.6945
H: -4.9585 0.6412 -2.3273
H: -6.4715 1.2915 -1.6938
H: -5.2490 2.9648 -1.2138
H: -4.8899 2.0766 0.2947
H: -1.8313 1.4416 -0.1380
H: -2.8780 2.6146 0.7313
H: -1.1627 3.9698 0.1774
H: -2.1054 4.2157 -1.2815
H: -1.0767 1.8708 -2.3213
H: 0.1471 3.9938 -2.3190
H: 0.3246 2.3542 0.5841
H: 0.8674 1.0321 -0.4033
H: 2.5864 3.2023 -1.1680
H: 2.2770 3.4161 0.5279
H: 2.8704 0.6178 0.1704
H: 3.6942 1.8476 1.1476
H: 4.8392 2.5217 -1.1478
H: 4.2119 0.9591 -1.6710
H: 5.3529 -0.0751 0.3599
H: 6.1623 1.4463 0.6109
H: 7.1639 -0.4134 -0.9511
H: 6.3587 0.4694 -2.0808
H: -5.4104 -0.3082 2.0179
H: -3.3835 -0.7923 3.2085
C: 8.9564 3.0370 -2.7389
Br: 10.1686 3.2350 -4.2191
Br: 9.6322 3.8797 -1.1489
Br: 7.1954 3.6615 -3.1746
H: 8.8696 1.9805 -2.5263
C: -8.0926 -1.2348 -4.1556
Br: -7.4659 -0.5149 -5.8350
Br: -8.5884 -3.0907 -4.2862
Br: -6.7920 -0.8704 -2.8038
H: -8.9877 -0.6896 -3.8946
C: -4.9289 3.0810 -5.7877
Br: -6.1397 3.8517 -4.5024
Br: -4.2219 4.4040 -6.9873
Br: -3.5199 2.0862 -4.9374
H: -5.5085 2.3882 -6.3802
C: 5.0970 -4.4263 4.0624
Br: 5.2391 -3.0403 2.7341
Br: 4.3266 -3.7642 5.6945
Br: 4.1438 -5.9572 3.3907
H: 6.1000 -4.7536 4.2913

Here are the Löwdin charges for atoms 1 to 6, given in e: -0.07 -0.56 -0.08 -0.06 -0.09 -0.45

***

C27H47ClN5O7PRbS as an isolated structure in a non-equilibrium geometry. Source: the OMol25 dataset; level of theory: ωB97M-V/def2-TZVPD.

The lowest unoccupied orbital energy is 0.073 Eh. Its net charge is -1. The value obtained for the HOMO-LUMO gap is 7.207 eV. The value obtained for the HOMO energy is -5.214 eV. The electronic energy is -83842.215 eV. The calculation puts the largest force on an atom at 2.270 eV/Å.

Positions of all 90 atoms, in Å:
Rb: 1.1269 0.6480 -0.1031
C: -1.0275 4.6863 -0.8566
C: 0.4845 4.4872 -1.0007
N: 1.0355 3.5630 -0.0271
C: 1.5370 4.1445 1.2050
C: 0.7707 3.6876 2.4391
N: 0.8919 2.2523 2.6286
C: 0.5319 1.7870 3.9586
C: -0.9695 1.5404 4.1255
C: -1.4701 0.3051 3.3701
N: -1.4870 0.4745 1.9316
C: -2.7287 0.8979 1.3132
C: -2.6618 2.2861 0.6886
N: -1.6995 2.3274 -0.3941
C: -1.8371 3.4636 -1.2940
H: -1.3334 5.5398 -1.4723
H: -1.2670 4.9397 0.1836
H: 0.9855 5.4663 -0.9510
H: 0.6878 4.0831 -1.9967
H: 1.7333 2.9859 -0.4862
H: 1.4931 5.2393 1.1616
H: 2.5935 3.8801 1.3420
H: -0.2873 3.9460 2.3128
H: 1.1414 4.2440 3.3179
H: 1.8226 1.9417 2.3849
H: 0.8649 2.4982 4.7304
H: 1.0568 0.8462 4.1423
H: -1.5277 2.4223 3.7889
H: -1.1828 1.4140 5.1931
H: -2.4697 0.0357 3.7453
H: -0.8062 -0.5267 3.6107
H: -1.0709 -0.3001 1.4401
H: -3.5375 0.8934 2.0551
H: -3.0079 0.1877 0.5268
H: -2.3764 3.0130 1.4597
H: -3.6753 2.5633 0.3456
H: -1.6982 1.4493 -0.8987
H: -2.8963 3.7506 -1.4017
H: -1.4852 3.1680 -2.2833
O: 4.4784 -2.0110 0.5531
Cl: 3.6945 -0.9687 -0.0794
O: 4.3993 -0.3938 -1.1799
O: 3.3636 0.0407 0.9171
O: 2.4403 -1.5583 -0.5469
O: 3.6123 2.6168 -3.7042
C: 2.6509 2.2061 -3.0477
O: 2.5625 1.9324 -1.8236
C: 1.3365 2.0422 -3.8482
C: 1.2384 2.6316 -5.1091
C: 0.0496 2.5442 -5.8082
C: -1.0126 1.8478 -5.2424
C: -0.8220 1.2763 -3.9979
N: 0.3151 1.3723 -3.3030
H: 2.1106 3.1430 -5.4929
H: -0.0542 3.0085 -6.7823
H: -1.9634 1.7475 -5.7501
H: -1.6227 0.7124 -3.5242
C: -3.2293 -7.3007 -2.2348
C: -2.4741 -6.0278 -1.9418
C: -3.1435 -4.8316 -1.7074
C: -2.4469 -3.6592 -1.4304
C: -1.0669 -3.6891 -1.3942
C: -0.3725 -4.8744 -1.6066
C: -1.0785 -6.0314 -1.8860
S: -0.1847 -2.1806 -1.0005
C: 0.4325 -1.8523 -2.6578
O: -1.2459 -1.1411 -0.7460
H: -4.2975 -7.1096 -2.3360
H: -3.0933 -8.0310 -1.4343
H: -2.8788 -7.7618 -3.1601
H: -4.2277 -4.8141 -1.7391
H: -2.9556 -2.7209 -1.2390
H: 0.7120 -4.8913 -1.5484
H: -0.5411 -6.9584 -2.0569
H: -0.4057 -1.9178 -3.3506
H: 1.2164 -2.5747 -2.8891
H: 0.8547 -0.8448 -2.6493
C: 0.8985 -2.4094 4.6154
P: 1.7554 -1.8351 3.0781
C: 1.9260 -3.4766 2.2635
C: 3.4440 -1.6591 3.7752
H: 1.4459 -3.2349 5.0795
H: -0.1138 -2.7460 4.3778
H: 0.8190 -1.5894 5.3338
H: 2.2990 -4.2252 2.9692
H: 2.6170 -3.3910 1.4223
H: 0.9531 -3.7952 1.8814
H: 3.7579 -2.5850 4.2662
H: 3.4496 -0.8469 4.5060
H: 4.1433 -1.4153 2.9740

Here are the natural (NBO) charges for atoms 1 to 6, given in e: 0.86 -0.40 -0.21 -0.67 -0.22 -0.21

***

C27H48BF6KN5O4P2S3 as an isolated structure in a non-equilibrium geometry. Source: the OMol25 dataset; level of theory: ωB97M-V/def2-TZVPD.

The lowest unoccupied orbital energy is 0.080 Eh. Its net charge is -1. The value obtained for the HOMO-LUMO gap is 6.965 eV. The value obtained for the HOMO energy is -4.798 eV. The energy above the lowest of the compared OMol25 structures with the same formula, charge and spin comes out at 18.9 kcal/mol. The electronic energy is -128810.198 eV. The calculation puts the largest force on an atom at 6.259 eV/Å.

Positions of all 97 atoms, in Å:
K: -0.5738 -2.4469 1.3885
C: 5.2752 0.7823 3.2938
C: 4.3066 -0.3957 3.5969
C: 4.9600 -1.5033 4.5336
C: 2.8819 -0.0329 4.0489
P: 1.3000 0.4731 0.2028
C: 2.2973 2.0244 0.5535
N: 1.4222 2.7084 -0.4344
B: 0.4084 1.8462 -0.7580
N: -0.4273 2.4483 -1.7689
C: -1.6701 2.0200 -2.3052
P: -2.5980 0.9662 -0.9742
C: -3.5339 -0.2055 -2.1250
C: -2.6032 -1.3463 -2.5043
C: -4.6514 -0.8206 -1.3067
C: -4.1099 0.4267 -3.3840
C: -3.7835 2.2977 -0.1909
C: -4.7064 2.9271 -1.2438
C: -4.6054 1.7281 0.9410
C: -2.6949 3.4382 0.2313
C: 0.1951 3.6608 -1.9853
C: -0.2305 4.6601 -2.8780
C: 0.5528 5.8510 -2.9247
C: 1.6593 6.0217 -2.1491
C: 2.0076 5.0536 -1.2387
C: 1.3441 3.8526 -1.2286
C: 2.1723 -0.3319 -1.2072
C: 1.2154 -1.4481 -1.7551
C: 2.5233 0.6389 -2.2969
C: 3.4773 -1.0010 -0.6361
H: 5.5647 1.1934 4.2879
H: 4.5868 1.6024 2.7437
H: 6.0238 0.4359 2.6555
H: 4.9063 -1.4044 5.6411
H: 6.0068 -1.6385 4.1300
H: 4.3659 -2.4139 4.3089
H: 2.8417 0.6588 5.0069
H: 2.4085 -0.9708 4.4278
H: 2.3166 0.3532 3.3178
H: 3.4084 1.9292 0.3001
H: 2.1601 2.4280 1.5264
H: -1.4638 1.3024 -3.1787
H: -2.3149 2.8359 -2.6549
H: -1.9502 -1.7589 -1.7206
H: -1.7954 -1.1469 -3.2651
H: -3.1478 -2.1796 -2.9917
H: -4.3563 -0.9682 -0.2389
H: -4.9574 -1.7963 -1.7501
H: -5.4932 -0.1370 -1.3161
H: -3.3442 0.4826 -4.2406
H: -4.7765 1.2050 -3.1945
H: -4.7219 -0.3749 -3.8056
H: -5.6481 2.4260 -1.4132
H: -4.1993 3.0724 -2.2057
H: -4.9031 3.9905 -0.9385
H: -4.3187 0.7456 1.2031
H: -5.6543 1.7030 0.5860
H: -4.6015 2.4019 1.8635
H: -2.2576 3.9913 -0.6513
H: -1.8765 3.0943 0.8800
H: -3.3379 4.1977 0.7638
H: -1.1555 4.6046 -3.4384
H: 0.3514 6.5825 -3.7174
H: 2.3221 6.8648 -2.1865
H: 2.8432 5.1823 -0.6137
H: 0.3257 -0.9635 -2.2392
H: 0.7681 -1.9281 -0.9536
H: 1.7150 -2.1453 -2.4450
H: 1.6443 0.9970 -2.8820
H: 3.3427 0.2977 -2.9363
H: 2.9876 1.5468 -1.8243
H: 3.3393 -1.6923 0.2026
H: 4.3351 -0.3343 -0.6086
H: 3.7010 -1.7994 -1.4172
F: 0.0274 -7.8689 -0.3760
C: -0.6797 -6.7138 -0.6675
F: -1.4224 -6.4519 0.3845
F: -1.4877 -6.8880 -1.7637
S: 0.4379 -5.3165 -0.9765
O: -0.2727 -4.1281 -0.5425
O: 0.7727 -5.4700 -2.3370
N: 1.6665 -5.7916 -0.0532
S: 2.3554 -4.8650 1.0695
O: 3.7624 -4.9784 0.8713
O: 1.7992 -3.6159 1.5048
C: 2.0885 -5.8737 2.6067
F: 2.7002 -7.0061 2.4729
F: 0.7538 -6.0538 2.8439
F: 2.4754 -5.2222 3.7318
N: -3.0094 0.4007 3.9838
C: -2.5972 -0.1810 2.9497
N: -1.3990 0.3389 2.4046
S: -3.2576 -1.6654 2.2041
H: 3.9472 -0.9695 2.7463
H: -3.9013 -0.0173 4.2454
H: -1.1246 1.1950 2.7546
H: -1.4368 0.3763 1.4297

Here are the Löwdin charges for atoms 1 to 6, given in e: 0.58 -0.07 -0.48 -0.08 -0.10 1.11

***

A 9-piece molecular cluster, C27H48Cl12O12S6 overall in a non-equilibrium geometry. Source: the OMol25 dataset; level of theory: ωB97M-V/def2-TZVPD.

The structure (SMILES) is ClC(Cl)(Cl)Cl.ClC(Cl)(Cl)Cl.ClC(Cl)(Cl)Cl.O=S1(=O)CCCC1.O=S1(=O)CCCC1.O=S1(=O)CCCC1.O=S1(=O)CCCC1.O=S1(=O)CCCC1.O=S1(=O)CCCC1. The lowest unoccupied orbital energy is -0.004 Eh. Its net charge is 0. The value obtained for the HOMO-LUMO gap is 9.875 eV. The value obtained for the HOMO energy is -9.995 eV. The electronic energy is -268623.260 eV. The calculation puts the largest force on an atom at 3.431 eV/Å.

Positions of all 105 atoms, in Å:
Cl: -0.7295 -1.5724 -6.0142
C: -1.3715 -0.5807 -4.6371
Cl: -0.2066 0.4286 -3.9391
Cl: -2.7076 0.3981 -5.1948
Cl: -2.0664 -1.6548 -3.4304
Cl: -5.1339 2.9174 3.4352
C: -3.5720 3.4079 2.5439
Cl: -2.4999 4.1123 3.7069
Cl: -2.9982 1.9271 1.7716
Cl: -4.0857 4.6345 1.3642
Cl: -6.0697 1.1675 0.3443
C: -5.2937 0.2273 -0.9531
Cl: -6.3839 -1.1433 -1.3408
Cl: -4.9756 1.2254 -2.3579
Cl: -3.7758 -0.3618 -0.3306
O: 0.8952 2.2688 -2.4597
S: 0.1255 3.1211 -1.5855
O: 0.5232 3.0878 -0.1901
C: 0.1445 4.7692 -2.2226
C: -1.3260 5.1261 -2.6292
C: -2.2177 3.8506 -2.6635
C: -1.6348 2.7934 -1.6242
H: 0.7809 4.6526 -3.0669
H: 0.5833 5.3372 -1.4946
H: -1.7828 5.6828 -1.8071
H: -1.5292 5.5885 -3.5893
H: -2.2539 3.4378 -3.6378
H: -3.2480 4.2099 -2.2962
H: -1.6601 1.6741 -1.9279
H: -1.9444 2.8335 -0.6093
O: 2.1585 5.8075 0.5971
S: 3.0092 5.4332 1.7089
O: 4.1486 6.3100 1.9388
C: 2.2277 5.1746 3.3005
C: 2.0967 3.5892 3.3713
C: 3.4501 2.9741 2.7887
C: 3.5336 3.7537 1.4535
H: 1.1891 5.5626 3.4066
H: 2.9739 5.5094 4.0692
H: 1.9544 3.3002 4.4402
H: 1.3527 3.2593 2.6179
H: 3.4751 1.8771 2.5660
H: 4.2614 3.2272 3.4625
H: 2.8596 3.4126 0.6178
H: 4.5812 3.8666 1.0436
O: -6.7919 -3.9549 4.5692
S: -5.5374 -3.2875 4.2211
O: -4.3761 -4.1229 4.0017
C: -5.7112 -2.2954 2.7831
C: -5.5256 -0.8404 3.1932
C: -4.6411 -0.9393 4.4633
C: -5.1763 -1.9790 5.3727
H: -6.6448 -2.5145 2.2357
H: -4.9324 -2.6811 2.1196
H: -5.0571 -0.1943 2.4514
H: -6.4945 -0.3740 3.4102
H: -4.6459 0.0729 4.8617
H: -3.5555 -1.1624 4.2416
H: -6.0893 -1.6355 5.8585
H: -4.4116 -2.3341 6.1090
O: 4.0416 0.5566 0.2250
S: 4.8481 0.6705 -0.9584
O: 4.9806 1.9187 -1.6653
C: 6.4483 0.0196 -0.4316
C: 6.7930 -0.9897 -1.4784
C: 5.4970 -1.7289 -1.9014
C: 4.4678 -0.6252 -2.1474
H: 6.3489 -0.5152 0.5308
H: 7.2291 0.7300 -0.5444
H: 7.2142 -0.4785 -2.2933
H: 7.4722 -1.8196 -1.2567
H: 5.1749 -2.5204 -1.2256
H: 5.7451 -2.1801 -2.8898
H: 3.4949 -0.9660 -1.8637
H: 4.4538 -0.2524 -3.1617
O: 2.1924 -2.6917 -2.6894
S: 1.8885 -4.0063 -2.2225
O: 2.3400 -4.3509 -0.8802
C: 0.0638 -4.4557 -2.3938
C: -0.0050 -5.8321 -3.0406
C: 1.3840 -6.5064 -2.9241
C: 2.4501 -5.4334 -3.2903
H: -0.3820 -3.7935 -3.0467
H: -0.3771 -4.3330 -1.4288
H: -0.8032 -6.4352 -2.6174
H: -0.2277 -5.7048 -4.0919
H: 1.4155 -7.4178 -3.6105
H: 1.4614 -6.7844 -1.8957
H: 2.3398 -5.2159 -4.3352
H: 3.4399 -5.5890 -3.0185
O: -2.0129 -1.2823 2.0243
S: -1.3194 -1.8981 0.9179
O: -1.8905 -2.8580 0.0269
C: -0.5721 -0.5469 0.0066
C: 0.9460 -0.8182 0.0754
C: 1.2252 -1.4027 1.4244
C: 0.2225 -2.5483 1.6010
H: -0.9084 0.2804 0.6162
H: -0.8556 -0.4762 -1.0679
H: 1.1741 -1.5077 -0.7335
H: 1.4778 0.0665 -0.2118
H: 1.0370 -0.6349 2.1793
H: 2.2194 -1.6719 1.6480
H: 0.0275 -2.9465 2.6189
H: 0.5725 -3.4057 0.9830

Here are the Löwdin charges for atoms 1 to 6, given in e: 0.51 -2.05 0.68 0.53 0.56 0.45

***

C27H48ClNdOP as an isolated structure in a non-equilibrium geometry. Source: the OMol25 dataset; level of theory: ωB97M-V/def2-TZVPD.

The lowest unoccupied orbital energy (alpha / beta) is 0.090 / 0.090 Eh. Its expectation value of S² is 3.92. The multiplicity is 4. Its net charge is -1. The value obtained for the HOMO-LUMO gap (alpha / beta) is 3.171 / 3.057 eV. The value obtained for the HOMO energy (alpha / beta) is -0.716 / -0.615 eV. The electronic energy is -67914.336 eV. The calculation puts the largest force on an atom at 2.442 eV/Å.

Positions of all 79 atoms, in Å:
Nd: -0.6210 0.9148 2.4093
Cl: -3.0966 0.2591 1.8950
P: -0.2073 0.3633 -0.6057
C: -0.7325 1.4892 4.7571
H: 0.1255 2.1786 4.7532
H: -1.7217 1.9327 4.9372
C: 1.2118 -0.5422 -1.4007
C: -0.1293 2.1874 -1.0431
C: 2.5651 0.0782 -1.0076
H: 1.1614 -1.5400 -0.9210
C: 3.7240 -0.8248 -1.4555
H: 2.6691 1.0688 -1.4759
H: 2.6138 0.2414 0.0796
C: 3.6501 -1.2144 -2.9397
H: 4.6768 -0.3200 -1.2520
H: 3.7133 -1.7377 -0.8422
C: 2.2605 -1.7011 -3.3714
H: 3.9286 -0.3472 -3.5540
H: 4.3870 -1.9996 -3.1495
C: 1.1324 -0.7615 -2.9160
H: 2.2207 -1.8146 -4.4623
H: 2.0744 -2.6946 -2.9390
H: 1.2270 0.2042 -3.4338
H: 0.1666 -1.1926 -3.2100
C: -1.8023 -0.2823 -1.3333
C: 0.4168 2.4971 -2.4435
H: -1.1894 2.5074 -1.0113
C: 0.2276 3.9872 -2.7559
H: 1.4869 2.2449 -2.4867
H: -0.0894 1.8963 -3.2131
C: 0.8419 4.9013 -1.6868
H: 0.6646 4.2033 -3.7373
H: -0.8497 4.1921 -2.8336
C: 0.4951 4.4948 -0.2508
H: 1.9338 4.8997 -1.8078
H: 0.5055 5.9283 -1.8664
C: 0.6416 2.9902 0.0253
H: 1.1213 5.0527 0.4540
H: -0.5458 4.7783 -0.0405
H: 1.7070 2.7056 0.0127
H: 0.2774 2.8204 1.0657
C: -1.8430 -1.8186 -1.3059
H: -2.5375 0.0685 -0.5814
C: -3.2319 -2.3312 -1.7151
H: -1.0809 -2.2341 -1.9826
H: -1.6107 -2.1840 -0.2944
C: -3.7215 -1.7395 -3.0431
H: -3.2130 -3.4249 -1.7792
H: -3.9442 -2.0682 -0.9202
C: -3.5903 -0.2121 -3.1078
H: -3.1515 -2.1828 -3.8709
H: -4.7701 -2.0166 -3.1996
C: -2.2001 0.2946 -2.6935
H: -3.8169 0.1435 -4.1201
H: -4.3325 0.2419 -2.4356
H: -1.4605 0.0017 -3.4553
H: -2.2122 1.3936 -2.6604
C: 0.5239 -1.3670 2.4437
C: -0.5449 0.1010 4.7685
H: 0.0905 -1.3870 1.4069
C: -1.7112 -0.8081 5.0668
H: 0.4573 -0.3322 4.9052
C: -1.4244 -2.3201 5.0203
H: -2.1135 -0.5555 6.0660
H: -2.5300 -0.5824 4.3519
C: -1.1734 -2.8622 3.6040
H: -0.5647 -2.5572 5.6665
H: -2.2858 -2.8441 5.4588
C: 0.2960 -2.6550 3.1692
H: -1.3745 -3.9428 3.5945
H: -1.8741 -2.4066 2.8846
H: 0.9474 -2.7423 4.0551
H: 0.5916 -3.4751 2.4903
C: 3.0306 -1.2090 3.0207
C: 1.7461 -0.6151 2.5602
O: 1.7238 0.6621 2.2784
H: 2.9194 -1.6411 4.0247
H: 3.8042 -0.4347 3.0589
H: 3.3398 -2.0022 2.3272

Here are the Löwdin charges for atoms 1 to 6, given in e: 1.15 -0.19 1.05 -0.39 0.00 0.01